Entry 1:
Here is 11 unconnected molecules or ions with the total composition C3H27NO10 from the OMol25 dataset. Energies are from ωB97M-V/def2-TZVPD.

Computed properties:
* energy above the lowest of the compared OMol25 structures with the same formula, charge and spin: 311.1 kJ/mol
* SMILES: C/C=C/N.O.O.O.O.O.O.O.O.O.O

Each line ends with the natural charge from an NBO analysis.
Atoms and positions in Å:
C (1.0665, -1.6347, 0.7485)  -0.63
C (-0.2448, -1.0262, 0.3931)  -0.34
C (-0.5983, 0.1245, 0.9822)  0.02
N (-1.7064, 1.0237, 0.9525)  -0.85
H (1.7695, -0.7212, 1.0824)  0.20
H (1.0171, -2.3354, 1.6003)  0.22
H (1.4805, -2.1791, -0.1046)  0.20
H (-0.8424, -1.4157, -0.3993)  0.21
H (-0.0746, 0.4742, 1.8331)  0.15
H (-1.5540, 1.9960, 1.3796)  0.41
H (-2.3829, 0.7997, 0.3347)  0.39
O (1.6270, 2.8914, 2.2004)  -0.93
H (1.1044, 2.1755, 2.6481)  0.47
H (2.5336, 2.5184, 2.2881)  0.45
O (3.9352, 0.3893, 0.5279)  -0.95
H (3.6808, 1.2616, 0.8117)  0.48
H (4.6245, 0.3447, -0.0461)  0.48
O (3.6926, -2.2485, 1.7949)  -0.93
H (3.2186, -1.3826, 1.9679)  0.47
H (3.4766, -2.2670, 0.8415)  0.46
O (0.5842, -0.2748, 4.6473)  -0.96
H (1.5228, -0.4106, 4.3964)  0.47
H (-0.0221, -0.7240, 3.9982)  0.49
O (0.8833, 1.1632, -3.4171)  -0.98
H (0.8726, 0.2094, -3.5889)  0.48
H (1.5015, 1.6094, -3.9513)  0.47
O (-2.8923, 3.0089, -2.2029)  -0.94
H (-2.1975, 2.3924, -2.3883)  0.45
H (-3.5645, 2.5580, -1.6313)  0.49
O (-3.1958, 0.5297, -1.5628)  -0.96
H (-3.5218, -0.3707, -1.5754)  0.50
H (-2.4412, 0.6687, -2.0442)  0.47
O (0.5944, -1.3957, -4.1124)  -0.98
H (0.1133, -2.2473, -4.0242)  0.51
H (1.5536, -1.5263, -3.9153)  0.49
O (-1.7695, -1.3257, -2.7889)  -0.94
H (-1.1637, -0.5057, -2.9045)  0.48
H (-1.9664, -1.4504, -3.6966)  0.47
O (-2.4972, -1.3638, 2.7791)  -0.92
H (-2.4170, -0.9486, 1.9905)  0.46
H (-3.4108, -1.4631, 2.7637)  0.46

Entry 2:
Here is a molecular structure, C37H51BCaCl2N4O12S2 from the OMol25 dataset. Energies are from ωB97M-V/def2-TZVPD.

Each line ends with the Löwdin charge.
Atoms and positions in Å:
Ca (0.3766, -0.7280, -0.5222)  1.31
C (-1.4799, -3.3190, 2.3187)  -0.19
C (-1.0282, -2.0282, 2.9875)  -0.17
O (0.1852, -1.5139, 2.4889)  -0.16
C (1.3857, -2.1451, 2.8847)  -0.15
C (1.7756, -3.3699, 2.0606)  -0.17
O (1.6128, -3.0552, 0.7024)  -0.16
C (1.8241, -4.1227, -0.1923)  -0.17
C (1.2237, -3.7136, -1.5334)  -0.15
O (-0.0561, -3.1144, -1.4207)  -0.22
C (-1.1748, -3.9580, -1.2633)  -0.16
C (-1.4523, -4.3260, 0.1872)  -0.18
O (-1.3988, -3.1352, 0.9300)  -0.13
H (-2.5081, -3.5489, 2.6319)  0.13
H (-0.8497, -4.1598, 2.6341)  0.11
H (-0.9684, -2.1876, 4.0720)  0.13
H (-1.7615, -1.2515, 2.7697)  0.10
H (1.3553, -2.4253, 3.9454)  0.14
H (2.1528, -1.3910, 2.7242)  0.11
H (1.1712, -4.2493, 2.3177)  0.11
H (2.8204, -3.6130, 2.2964)  0.14
H (1.3740, -5.0444, 0.1991)  0.12
H (2.8950, -4.3197, -0.3318)  0.13
H (1.1959, -4.5732, -2.2118)  0.14
H (1.8539, -2.9308, -1.9556)  0.09
H (-1.0721, -4.8666, -1.8664)  0.14
H (-2.0262, -3.3802, -1.6223)  0.11
H (-0.7209, -5.0522, 0.5658)  0.12
H (-2.4452, -4.7914, 0.2587)  0.14
Cl (-0.3513, 1.9200, -4.1334)  0.68
C (1.2911, 1.3533, -4.0925)  -0.58
C (2.2576, 2.0049, -4.8554)  -0.14
C (3.5572, 1.5810, -4.8270)  -0.62
Cl (4.7489, 2.4339, -5.7689)  0.67
C (3.9399, 0.4790, -4.0364)  -0.18
C (5.2549, -0.0279, -3.9625)  -0.03
C (5.5256, -1.1004, -3.1605)  -0.06
C (4.4794, -1.6584, -2.4095)  -0.14
N (3.2472, -1.2151, -2.4493)  0.11
C (2.9456, -0.1738, -3.2547)  -0.13
C (1.5598, 0.2562, -3.2637)  -0.40
O (0.6604, -0.3266, -2.5584)  -0.33
H (1.9766, 2.8512, -5.4665)  0.10
H (6.0328, 0.4392, -4.5506)  0.09
H (6.5208, -1.5188, -3.0976)  0.10
H (4.6614, -2.5050, -1.7526)  0.10
C (5.2211, 1.7045, 6.0190)  -0.05
C (5.7332, 2.4842, 4.7970)  -0.56
C (7.0012, 1.8050, 4.2594)  -0.05
C (6.1142, 3.8945, 5.2525)  -0.07
C (4.6354, 2.4930, 3.7329)  -0.18
C (3.9096, 3.6413, 3.4231)  -0.04
C (2.8638, 3.6455, 2.4985)  0.01
C (2.5600, 2.4580, 1.8740)  -0.23
O (1.5933, 2.1579, 0.9568)  0.03
B (1.6950, 0.7682, 0.6405)  -0.50
O (2.7906, 0.2772, 1.4083)  0.05
C (3.2893, 1.3080, 2.1548)  -0.21
C (4.3089, 1.2987, 3.0783)  0.05
H (5.9796, 1.6880, 6.8057)  0.08
H (4.9801, 0.6742, 5.7520)  0.08
H (4.3184, 2.1712, 6.4176)  0.09
H (7.7809, 1.8113, 5.0242)  0.08
H (7.3754, 2.3342, 3.3815)  0.09
H (6.8182, 0.7676, 3.9816)  0.07
H (6.9265, 3.8344, 5.9791)  0.08
H (5.2760, 4.4002, 5.7340)  0.08
H (6.4580, 4.5015, 4.4130)  0.09
H (4.1545, 4.5797, 3.9013)  0.10
H (2.3138, 4.5528, 2.2837)  0.11
H (4.8310, 0.3738, 3.2892)  0.12
C (-1.5195, 3.0966, 0.7534)  -0.22
S (-1.3225, 1.7196, 1.9214)  0.88
C (-2.8406, 2.0557, 2.9172)  -0.22
O (-1.6439, 0.4808, 1.1595)  -0.60
H (-2.4132, 2.9362, 0.1521)  0.06
H (-0.6305, 3.1061, 0.1238)  0.05
H (-1.5838, 4.0264, 1.3178)  0.06
H (-3.2611, 3.0324, 2.6904)  0.04
H (-2.5729, 2.0052, 3.9713)  0.04
H (-3.5494, 1.2655, 2.6795)  0.05
C (-8.8017, 2.4678, -1.2663)  -0.12
C (-7.4415, 1.9125, -1.6667)  -0.30
S (-7.6154, 1.1998, -3.3215)  0.64
O (-8.0581, 2.2393, -4.2083)  -0.30
O (-8.4005, -0.0014, -3.1945)  -0.31
C (-5.9296, 0.7367, -3.7794)  -0.19
C (-5.5919, -0.6633, -3.2591)  -0.14
N (-4.1666, -0.8236, -3.0106)  0.05
C (-3.5489, -0.6193, -1.8233)  -0.31
N (-2.2436, -0.8284, -1.9068)  0.13
C (-1.9897, -1.1906, -3.1877)  -0.06
C (-3.1617, -1.1914, -3.8960)  -0.13
N (-3.3560, -1.4753, -5.2688)  -0.33
O (-2.4384, -2.0068, -5.8620)  0.10
O (-4.4150, -1.1381, -5.7902)  0.07
C (-4.2728, -0.2402, -0.5823)  0.02
H (-8.7678, 2.8868, -0.2623)  0.08
H (-9.5485, 1.6747, -1.2939)  0.08
H (-9.1028, 3.2454, -1.9664)  0.08
H (-7.1191, 1.1058, -1.0086)  0.09
H (-6.6795, 2.6894, -1.7326)  0.10
H (-5.2749, 1.4975, -3.3523)  0.11
H (-5.8766, 0.7853, -4.8650)  0.10
H (-5.9087, -1.4010, -3.9855)  0.13
H (-6.1274, -0.8657, -2.3327)  0.11
H (-0.9886, -1.3855, -3.5295)  0.11
H (-4.8065, 0.7035, -0.7143)  0.07
H (-3.5286, -0.1354, 0.2026)  0.05
H (-4.9981, -1.0059, -0.2960)  0.09

Entry 3:
Here is a molecular structure, C35H55CaN10O8P3 from the OMol25 dataset. Energies are from ωB97M-V/def2-TZVPD.

Computed properties:
* energy above the lowest of the compared OMol25 structures with the same formula, charge and spin: 0.0 kJ/mol
* charge: -2

Each line ends with the Löwdin charge.
Atoms and positions in Å:
Ca (0.7257, -0.9053, 0.4887)  1.14
N (2.9661, -1.4111, -0.3775)  -0.08
C (2.9638, -2.8346, -0.0998)  -0.25
C (1.6694, -3.5819, -0.4370)  -0.23
N (0.3704, -3.1176, 0.1400)  -0.21
C (-0.0355, -3.6992, 1.4481)  -0.21
C (0.4660, -3.0315, 2.7373)  -0.27
N (0.2470, -1.6192, 2.7683)  -0.16
H (3.7041, -0.9354, 0.1143)  0.06
H (3.0851, -1.0992, -1.3340)  0.05
H (3.7970, -3.3167, -0.6338)  0.11
H (3.1683, -2.9732, 0.9627)  0.11
H (1.5814, -3.5471, -1.5209)  0.04
H (1.8102, -4.6444, -0.1879)  0.11
H (-0.3487, -3.2777, -0.5513)  0.07
H (-1.1252, -3.6615, 1.4767)  0.07
H (0.2479, -4.7622, 1.4817)  0.11
H (0.0080, -3.5157, 3.6131)  0.11
H (1.5405, -3.2202, 2.8111)  0.11
H (-0.6628, -1.2821, 3.0351)  -0.02
H (0.8558, -1.1169, 3.4001)  0.06
O (4.4494, -0.2420, 3.0736)  -0.02
C (3.6002, -0.1455, 2.1783)  -0.62
O (2.6299, -0.9380, 2.0047)  -0.17
C (3.8905, 1.0289, 1.1294)  -0.03
C (5.0906, 1.6674, 1.3853)  0.04
C (5.5898, 2.7016, 0.5936)  -0.17
C (4.8847, 3.1501, -0.5178)  0.06
C (3.6949, 2.5416, -0.7776)  -0.09
C (3.1022, 1.4860, -0.0213)  -0.34
O (1.9579, 1.0884, -0.3764)  -0.15
N (2.9404, 3.0008, -1.9554)  -0.36
O (2.2601, 3.9945, -1.8439)  0.11
O (3.1112, 2.3898, -2.9985)  0.05
N (6.8498, 3.3158, 0.9119)  -0.38
O (7.2667, 4.2104, 0.1776)  0.01
O (7.4668, 2.9319, 1.8971)  0.03
H (5.6572, 1.3261, 2.2382)  0.12
H (5.2604, 3.9480, -1.1419)  0.13
C (-2.8032, -1.3045, -1.5393)  -0.27
P (-2.1672, -1.1002, 0.1617)  1.00
C (-2.2387, 0.7536, 0.3181)  -0.52
N (-3.1078, 1.2695, -0.5772)  0.05
C (-3.2286, 2.6158, -0.6578)  -0.25
C (-4.0643, 3.2002, -1.6317)  -0.05
C (-4.1779, 4.5713, -1.7441)  -0.15
C (-3.4658, 5.4164, -0.8855)  -0.15
C (-2.6505, 4.8575, 0.0841)  -0.05
C (-2.5270, 3.4749, 0.2078)  -0.22
N (-1.7248, 2.9471, 1.2077)  0.10
C (-1.6105, 1.6684, 1.3127)  -0.37
P (-0.4832, 1.1038, 2.6869)  1.09
C (1.0313, 1.8954, 2.0879)  -0.26
C (-0.9590, 2.0914, 4.2589)  -0.70
C (-1.9574, 3.2357, 4.0917)  -0.12
C (-1.5857, 1.0676, 5.2144)  -0.14
C (0.3065, 2.6403, 4.9160)  -0.12
C (-3.7404, -1.7388, 1.0874)  -0.72
C (-4.0259, -3.1878, 0.6874)  -0.13
C (-3.4449, -1.6892, 2.5838)  -0.12
C (-5.0019, -0.9140, 0.8258)  -0.12
H (-3.7930, -0.8762, -1.6740)  0.03
H (-2.8292, -2.3707, -1.7908)  0.02
H (-2.1195, -0.7910, -2.2054)  -0.01
H (-4.6051, 2.5379, -2.2989)  0.09
H (-4.8192, 4.9960, -2.5099)  0.08
H (-3.5485, 6.4931, -0.9784)  0.07
H (-2.0861, 5.4829, 0.7676)  0.10
H (1.8869, 1.7071, 2.7372)  0.04
H (0.8560, 2.9731, 2.0237)  0.06
H (1.2755, 1.5218, 1.0749)  0.00
H (-2.8867, 2.9044, 3.6286)  0.07
H (-1.5524, 4.0393, 3.4814)  0.07
H (-2.1999, 3.6426, 5.0838)  0.07
H (-2.5227, 0.6717, 4.8131)  0.06
H (-1.8080, 1.5349, 6.1815)  0.07
H (-0.9161, 0.2226, 5.3962)  0.06
H (0.7671, 3.4223, 4.3120)  0.07
H (1.0559, 1.8616, 5.0824)  0.08
H (0.0505, 3.0735, 5.8899)  0.07
H (-3.1587, -3.8417, 0.8281)  0.05
H (-4.3303, -3.2610, -0.3585)  0.06
H (-4.8445, -3.5941, 1.2960)  0.07
H (-2.5282, -2.2274, 2.8422)  0.05
H (-4.2666, -2.1438, 3.1525)  0.08
H (-3.3375, -0.6567, 2.9274)  0.06
H (-5.2792, -0.9042, -0.2280)  0.06
H (-4.8706, 0.1222, 1.1369)  0.07
H (-5.8499, -1.3341, 1.3883)  0.07
C (-0.6556, -1.7858, -5.5458)  -0.20
N (-0.0464, -2.9870, -4.9768)  -0.16
C (1.3353, -3.0727, -5.4225)  -0.22
N (2.1160, -1.8868, -5.1160)  -0.16
C (1.4471, -0.7183, -5.6841)  -0.20
N (0.0713, -0.5662, -5.2405)  -0.15
C (-0.0115, -0.2178, -3.8127)  -0.29
P (0.7221, -1.5123, -2.7035)  1.06
C (-0.1374, -2.9816, -3.5133)  -0.32
C (2.3156, -1.7247, -3.6730)  -0.32
H (-1.6844, -1.6977, -5.1891)  0.13
H (-0.6935, -1.9072, -6.6338)  0.12
H (1.3415, -3.2202, -6.5077)  0.12
H (1.8094, -3.9494, -4.9713)  0.12
H (1.4541, -0.8186, -6.7748)  0.12
H (2.0119, 0.1816, -5.4331)  0.13
H (-1.0502, -0.0466, -3.5396)  0.07
H (0.5149, 0.7221, -3.6338)  0.10
H (-1.1948, -2.9540, -3.2396)  0.06
H (0.2747, -3.9251, -3.1407)  0.08
H (2.8718, -2.5875, -3.2909)  0.08
H (2.9382, -0.8377, -3.5199)  0.09
O (-0.5997, 0.5093, -0.4259)  -0.63

Record-wise E_tot values, in eV: -25511.073; -135556.676; -114770.443
Record-wise max |F| values, in eV/A: 4.8; 3.4; 2.7